(1)
{"formula": "CHNO2PS", "method": "the ωB97M-V functional and the def2-TZVPD basis", "species": ["N", "C", "P", "O", "O", "S", "H"], "xyz": [[-0.6461, 2.2591, 0.7689], [-0.5566, 1.1518, 0.3854], [-0.1028, -0.3725, -0.5285], [-1.1599, -1.0241, -1.2646], [0.2412, -1.4160, 0.7949], [1.4704, 0.2449, -1.4840], [0.7539, -0.8432, 1.3279]], "atomic_forces_ev_per_a": [[-0.057, -2.567, -0.574], [-0.300, 2.557, 0.707], [1.810, -1.113, 1.217], [-2.026, -0.508, -0.683], [-1.176, 1.014, -2.242], [0.500, 0.018, 0.192], [1.249, 0.600, 1.383]], "lowdin_charge": [0.03, -0.36, -0.11, -0.41, -0.26, 0.12, -0.01], "total_charge": -1, "homo_ev": -4.7, "e_lumo_ev": 3.8, "smiles": "N#C[P@]([O-])(O)=S", "e_tot_ha": -983.637716, "homo_lumo_gap_ev": 8.45, "max_force_ev_per_a": 2.73}

=====

(2)
{"formula": "CHNO2S", "method": "the ωB97M-V functional and the def2-TZVPD basis", "species": ["O", "N", "O", "C", "S", "H"], "xyz": [[0.1632, 1.6963, 0.1157], [-0.4623, 0.6931, 0.0633], [-1.6292, 0.6240, 0.1847], [0.4464, -0.5095, -0.1279], [0.0422, -2.0573, 0.1657], [1.4397, -0.4466, -0.4015]], "atomic_forces_ev_per_a": [[1.863, 2.474, 0.029], [1.664, -1.200, -0.253], [-2.284, -1.314, 0.056], [-2.641, -3.480, 0.992], [-0.393, 1.695, -0.118], [1.790, 1.825, -0.705]], "lowdin_charge": [0.09, -0.48, 0.10, -0.51, 0.79, 0.02], "total_charge": 0, "homo_ev": -10.2, "e_lumo_ev": -2.0, "smiles": "O=[N+]([O-])C=S", "e_tot_ha": -641.973586, "homo_lumo_gap_ev": 8.18, "max_force_ev_per_a": 4.48}

=====

(3)
{"formula": "CHNO3", "method": "the ωB97M-V functional and the def2-TZVPD basis", "species": ["C", "N", "O", "O", "O", "H"], "xyz": [[-2.9991, -0.4086, -0.0746], [0.0468, 0.5392, 0.0739], [-3.3600, -0.9971, 0.8519], [-2.6405, 0.0853, -1.0431], [-0.4735, 1.6486, -0.0130], [-0.1378, 2.4747, 0.4937]], "atomic_forces_ev_per_a": [[-0.185, -1.045, 0.278], [1.522, -1.495, 0.752], [-0.185, 0.063, 0.695], [0.220, 0.931, -1.081], [-1.737, 3.101, -0.400], [0.365, -1.556, -0.245]], "lowdin_charge": [-0.45, 0.03, 0.20, 0.19, -0.12, 0.15], "total_charge": 0, "homo_ev": [-8.9, -8.9], "e_lumo_ev": [0.2, 0.3], "e_tot_ha": -319.056002, "homo_lumo_gap_ev": [9.10, 9.13], "max_force_ev_per_a": 3.58}

=====

(4)
{"formula": "CHNO4S", "method": "the ωB97M-V functional and the def2-TZVPD basis", "species": ["C", "N", "O", "O", "O", "O", "S", "H"], "xyz": [[1.6725, 0.3594, 0.0205], [0.9209, -0.6061, 0.0071], [-2.0315, -0.0253, 1.4135], [2.0249, 1.4948, 0.1215], [-2.0907, 1.0676, -0.7271], [-2.1716, -1.3702, -0.5872], [-1.6172, -0.1330, -0.0067], [3.2926, -0.7871, -0.2417]], "atomic_forces_ev_per_a": [[-1.684, -1.031, 0.279], [1.166, -0.417, -0.359], [0.731, -0.087, 0.343], [1.071, 1.296, -0.079], [0.591, 0.316, -0.641], [0.554, -0.358, -0.462], [-1.938, 0.193, 0.842], [-0.491, 0.088, 0.077]], "lowdin_charge": [-0.82, -0.01, -0.50, -0.11, -0.49, -0.50, 0.44, 0.00], "total_charge": -2, "homo_ev": [0.5, -0.8], "e_lumo_ev": [6.5, 6.6], "e_tot_ha": -792.478037, "homo_lumo_gap_ev": [5.97, 7.40], "max_force_ev_per_a": 2.12}

=====

(5)
{"formula": "CHNOS2", "method": "the ωB97M-V functional and the def2-TZVPD basis", "species": ["N", "C", "O", "S", "S", "H"], "xyz": [[1.3603, -1.9727, -0.0876], [1.2444, -0.8642, 0.1378], [1.2335, 0.3748, 0.2769], [-0.0119, 1.4192, -0.6237], [-1.5438, 0.9241, 0.5537], [-2.2824, 0.1189, -0.2572]], "atomic_forces_ev_per_a": [[-0.022, -2.503, -0.101], [-0.092, 0.400, -0.790], [-0.419, 3.198, -0.115], [0.632, -1.510, 1.263], [-0.574, 0.386, -0.364], [0.474, 0.030, 0.107]], "lowdin_charge": [0.16, -0.55, -0.38, 0.55, 0.38, -0.15], "total_charge": 0, "homo_ev": -10.5, "e_lumo_ev": -1.3, "smiles": "N#COSS", "e_tot_ha": -965.009412, "homo_lumo_gap_ev": 9.21, "max_force_ev_per_a": 3.23}

=====

(6)
{"formula": "CHNS4", "method": "the ωB97M-V functional and the def2-TZVPD basis", "species": ["S", "C", "S", "N", "S", "S", "H"], "xyz": [[-1.5463, 2.2239, -0.0270], [-1.7764, 0.6820, 0.3536], [-0.2542, -0.9566, 0.4487], [-2.9160, 0.0140, 0.4085], [-3.7004, -1.4036, -0.1340], [-4.6118, 0.4236, 0.0168], [-0.9214, -1.8649, -0.2777]], "atomic_forces_ev_per_a": [[0.404, -0.345, 0.693], [1.100, -2.113, -1.618], [-1.345, 2.223, 0.189], [-1.737, -0.017, 0.517], [0.733, -0.524, 0.149], [1.079, 0.602, 0.158], [-0.233, 0.174, -0.088]], "lowdin_charge": [0.66, -1.08, 0.52, -0.91, 0.53, 0.54, -0.25], "total_charge": 0, "homo_ev": -9.1, "e_lumo_ev": -1.4, "smiles": "S=C(S)n1ss1", "e_tot_ha": -1686.076228, "homo_lumo_gap_ev": 7.68, "max_force_ev_per_a": 2.88}

=====

(7)
{"formula": "CHO2", "method": "the ωB97M-V functional and the def2-TZVPD basis", "species": ["O", "C", "O", "H"], "xyz": [[0.3255, -0.0845, 1.1234], [-0.1474, 0.2905, 0.0130], [-0.1390, -0.2869, -1.1526], [-0.6084, 1.2283, 0.1553]], "atomic_forces_ev_per_a": [[-0.006, -0.403, -0.957], [1.291, -3.070, -1.042], [-0.054, 1.427, 2.674], [-1.232, 2.046, -0.675]], "lowdin_charge": [-0.18, -0.66, -0.21, 0.05], "total_charge": -1, "homo_ev": -3.6, "e_lumo_ev": 5.0, "smiles": "O=C[O-]", "e_tot_ha": -189.226959, "homo_lumo_gap_ev": 8.68, "max_force_ev_per_a": 3.49}

=====

(8)
{"formula": "CHO2PS", "method": "the ωB97M-V functional and the def2-TZVPD basis", "species": ["C", "O", "O", "P", "S", "H"], "xyz": [[-1.0460, 0.0379, 0.1212], [-0.4155, -1.0008, 0.1974], [2.2687, -0.3949, -0.7077], [1.5144, -0.1873, 0.4605], [-0.0962, 1.5030, 0.0010], [-2.2254, 0.0420, -0.0724]], "atomic_forces_ev_per_a": [[-1.691, 2.220, -1.498], [0.388, -1.586, 0.286], [2.141, -0.711, -3.567], [-2.413, 0.790, 3.681], [-0.809, -0.690, 0.275], [2.383, -0.024, 0.823]], "lowdin_charge": [-0.73, -0.24, -0.46, 0.73, 0.57, 0.13], "total_charge": 0, "homo_ev": -9.6, "e_lumo_ev": 0.1, "e_tot_ha": -928.724962, "homo_lumo_gap_ev": 9.68, "max_force_ev_per_a": 4.47}

=====

(9)
{"formula": "CHO2S2", "method": "the ωB97M-V functional and the def2-TZVPD basis", "species": ["C", "O", "O", "S", "S", "H"], "xyz": [[-0.0010, -0.5112, 0.3178], [-2.1953, 1.4434, -0.2397], [-0.0657, -0.9832, 1.3528], [3.0785, -0.3288, -0.6037], [-1.6180, 0.2346, -0.9194], [0.8015, 0.1453, 0.0922]], "atomic_forces_ev_per_a": [[-0.979, 3.562, -1.661], [0.271, -0.087, 0.366], [-1.326, -2.828, 2.870], [0.040, 0.016, -0.050], [0.400, -1.082, 0.020], [1.595, 0.419, -1.544]], "lowdin_charge": [-0.42, -0.68, 0.06, -0.59, 0.74, -0.10], "total_charge": -1, "homo_ev": [-3.0, -3.4], "e_lumo_ev": [3.2, 2.2], "e_tot_ha": -985.462657, "homo_lumo_gap_ev": [6.14, 5.51], "max_force_ev_per_a": 4.24}

=====

(10)
{"formula": "CHO3PS", "method": "the ωB97M-V functional and the def2-TZVPD basis", "species": ["C", "O", "O", "O", "P", "S", "H"], "xyz": [[0.3391, 0.2116, 0.0142], [0.7488, 2.8211, -0.1953], [-0.3486, -2.3801, -0.1656], [-2.2061, -0.7807, -0.0073], [-0.2647, 1.8224, -0.0542], [-0.8055, -1.0276, -0.1420], [2.5370, -0.6667, 0.5501]], "atomic_forces_ev_per_a": [[-0.644, -2.947, -0.217], [1.929, 2.033, -0.150], [0.269, 0.540, -0.317], [0.147, 0.305, -0.342], [-2.157, -1.062, 0.045], [1.137, 0.870, 1.199], [-0.682, 0.261, -0.218]], "lowdin_charge": [-0.52, -0.43, -0.30, -0.31, 0.74, 0.65, 0.16], "total_charge": 0, "homo_ev": [-10.3, -10.2], "e_lumo_ev": [-2.9, -1.8], "e_tot_ha": -1003.714946, "homo_lumo_gap_ev": [7.38, 8.32], "max_force_ev_per_a": 3.02}

=====

(11)
{"formula": "CHO3Tl", "method": "the ωB97M-V functional and the def2-TZVPD basis", "species": ["Tl", "O", "C", "O", "O", "H"], "xyz": [[-2.0242, -2.2987, 1.9794], [-0.2187, 1.2354, -0.2381], [0.4779, 0.0734, -0.3654], [-0.0183, -0.9769, 0.1913], [1.5235, -0.0270, -0.9862], [0.2599, 1.9937, -0.5810]], "atomic_forces_ev_per_a": [[-0.278, -0.231, 0.244], [1.549, -4.511, -0.112], [-4.049, 4.668, 1.282], [2.284, 0.687, -1.499], [0.024, -2.021, 0.402], [0.470, 1.408, -0.316]], "lowdin_charge": [1.21, 0.32, -0.53, 0.24, 0.56, 0.19], "total_charge": 2, "homo_ev": -22.4, "e_lumo_ev": -17.2, "e_tot_ha": -435.983380, "homo_lumo_gap_ev": 5.22, "max_force_ev_per_a": 6.31}

=====

(12)
{"formula": "CHO4", "method": "the ωB97M-V functional and the def2-TZVPD basis", "species": ["C", "O", "O", "O", "O", "H"], "xyz": [[0.5533, 0.2042, 0.3769], [1.4102, 0.2769, 1.1272], [0.7941, 2.8681, -1.8480], [1.1284, 2.3518, -0.8741], [0.3700, 1.3453, -0.7334], [-0.2797, -0.4482, 0.1151]], "atomic_forces_ev_per_a": [[0.684, -0.002, 0.771], [0.041, -0.136, 0.130], [0.495, 3.704, -3.231], [1.289, -0.052, 1.404], [-2.434, -3.560, 1.030], [-0.074, 0.046, -0.105]], "lowdin_charge": [-0.02, 0.29, 0.32, 0.15, 0.07, 0.19], "total_charge": 1, "homo_ev": [-18.6, -18.6], "e_lumo_ev": [-9.8, -9.8], "e_tot_ha": -339.024364, "homo_lumo_gap_ev": [8.84, 8.84], "max_force_ev_per_a": 4.94}

=====

(13)
{"formula": "CHO6S", "method": "the ωB97M-V functional and the def2-TZVPD basis", "species": ["C", "O", "O", "O", "O", "O", "O", "S", "H"], "xyz": [[0.0991, -0.2635, -1.0942], [-2.5444, -0.4838, -0.5163], [0.3467, -0.1546, -2.2291], [-0.7126, -1.0268, 1.1836], [-0.9860, 1.2142, 0.3357], [1.3062, 0.4507, 0.3684], [2.7692, 0.5093, 0.6602], [-1.2533, -0.1770, 0.1220], [0.9752, -0.0686, 1.1697]], "atomic_forces_ev_per_a": [[1.570, 0.774, -1.918], [2.220, -0.295, 0.889], [-0.123, -0.430, 2.437], [-1.353, -0.088, -0.958], [-1.104, 0.771, 0.050], [1.088, -0.906, 1.002], [-1.252, -0.430, -0.814], [-1.518, -0.213, 0.914], [0.471, 0.816, -1.601]], "lowdin_charge": [-0.13, -0.32, 0.17, -0.33, -0.28, -0.29, -0.35, 0.45, 0.08], "total_charge": -1, "homo_ev": [-3.9, -3.9], "e_lumo_ev": [3.1, 3.1], "e_tot_ha": -888.199752, "homo_lumo_gap_ev": [7.06, 7.07], "max_force_ev_per_a": 2.60}

=====

(14)
{"formula": "CHOPS", "method": "the ωB97M-V functional and the def2-TZVPD basis", "species": ["C", "O", "P", "S", "H"], "xyz": [[0.7655, -0.2433, 0.2615], [0.9713, -1.0692, 1.2283], [2.2951, -0.8582, -0.4933], [2.1394, 1.0676, 0.2358], [-0.2152, 0.0326, -0.1009]], "atomic_forces_ev_per_a": [[0.250, 0.009, -0.479], [0.815, -0.472, -0.103], [-1.203, 0.506, 1.073], [0.118, -0.208, -0.176], [0.020, 0.166, -0.314]], "lowdin_charge": [-1.04, -0.25, 0.75, 0.47, 0.08], "total_charge": 0, "homo_ev": [-8.9, -8.9], "e_lumo_ev": [-1.1, -1.1], "e_tot_ha": -853.404043, "homo_lumo_gap_ev": [7.78, 7.78], "max_force_ev_per_a": 1.69}

=====

(15)
{"formula": "CHOPS", "method": "the ωB97M-V functional and the def2-TZVPD basis", "species": ["C", "O", "P", "S", "H"], "xyz": [[-0.8059, -0.0573, 1.1407], [-1.5370, -2.3750, 0.1602], [-2.0836, -1.3761, 1.0610], [-0.1686, 0.4310, 2.5102], [0.2378, 0.2009, -0.2380]], "atomic_forces_ev_per_a": [[3.485, 0.845, -2.769], [0.466, -0.923, -0.832], [-0.729, 0.799, 0.767], [-0.534, -0.066, 0.028], [-2.687, -0.655, 2.806]], "lowdin_charge": [-1.03, -0.48, 0.74, 0.59, 0.17], "total_charge": 0, "homo_ev": [-8.9, -8.9], "e_lumo_ev": [-1.9, -1.9], "e_tot_ha": -853.349915, "homo_lumo_gap_ev": [7.05, 7.05], "max_force_ev_per_a": 4.53}

=====

(16)
{"formula": "CHPS3", "method": "the ωB97M-V functional and the def2-TZVPD basis", "species": ["S", "P", "C", "S", "S", "H"], "xyz": [[-2.1981, 1.4762, 0.0001], [-1.7801, -0.4123, -0.0001], [0.0665, -0.4904, 0.0000], [0.7596, -1.9774, 0.0001], [0.9781, 1.0001, -0.0001], [2.1739, 0.4038, 0.0000]], "atomic_forces_ev_per_a": [[0.062, -0.659, 0.000], [-0.171, 0.588, 0.000], [1.107, -0.230, 0.000], [-0.620, 0.456, 0.000], [-0.484, -0.006, 0.000], [0.106, -0.148, 0.000]], "lowdin_charge": [0.13, 0.37, -1.58, 0.57, 0.64, -0.13], "total_charge": 0, "homo_ev": -9.0, "e_lumo_ev": -2.3, "smiles": "S=PC(=S)S", "e_tot_ha": -1574.591313, "homo_lumo_gap_ev": 6.63, "max_force_ev_per_a": 1.13}

=====

(17)
{"formula": "CI3P", "method": "the ωB97M-V functional and the def2-TZVPD basis", "species": ["C", "P", "I", "I", "I"], "xyz": [[0.3527, 0.5980, 0.0664], [-0.5275, -0.8039, -0.1386], [2.3135, -0.2378, -0.1505], [-0.0129, 2.5408, -0.0794], [-3.5980, -0.4837, -0.0715]], "atomic_forces_ev_per_a": [[-0.423, -2.152, -0.762], [-1.545, 0.567, 0.446], [0.037, 0.333, 0.174], [-0.187, 1.192, 0.183], [2.118, 0.060, -0.041]], "lowdin_charge": [-1.89, 0.51, 0.70, 0.84, -0.16], "total_charge": 0, "homo_ev": -8.9, "e_lumo_ev": -1.9, "e_tot_ha": -1272.468094, "homo_lumo_gap_ev": 7.03, "max_force_ev_per_a": 2.32}

=====

(18)
{"formula": "CIO4S", "method": "the ωB97M-V functional and the def2-TZVPD basis", "species": ["O", "C", "I", "S", "O", "O", "O"], "xyz": [[0.8555, -1.5475, -1.3602], [0.7448, -0.8533, -0.4243], [2.4446, -0.0971, 0.6042], [-0.8771, 0.4975, 0.2217], [-0.5912, 0.5836, 1.6475], [-2.0532, -0.2175, -0.1214], [-0.5233, 1.6344, -0.5675]], "atomic_forces_ev_per_a": [[-0.206, -0.407, 0.140], [-2.366, 1.594, -0.413], [1.627, 0.262, 0.826], [2.283, -1.526, 1.439], [-0.120, 0.081, -0.781], [-1.393, -0.697, -0.640], [0.177, 0.693, -0.570]], "lowdin_charge": [-0.06, -0.85, 0.67, 0.35, -0.41, -0.35, -0.35], "total_charge": -1, "homo_ev": -4.7, "e_lumo_ev": 3.0, "smiles": "O=C(I)S(=O)(=O)[O-]", "e_tot_ha": -1035.015825, "homo_lumo_gap_ev": 7.72, "max_force_ev_per_a": 3.10}

=====

(19)
{"formula": "CN2O3S", "method": "the ωB97M-V functional and the def2-TZVPD basis", "species": ["C", "N", "N", "O", "O", "O", "S"], "xyz": [[0.3086, 0.0844, 0.2281], [-0.0518, 1.6901, -0.6108], [-0.7775, -0.9276, 0.1967], [0.9241, 2.1847, -0.9932], [-0.3965, -1.9955, -0.1871], [-1.8231, -0.7399, 0.7309], [1.8162, -0.2962, 0.6354]], "atomic_forces_ev_per_a": [[1.881, 1.241, -0.956], [0.677, -0.361, 0.041], [1.505, -0.725, 1.198], [-1.037, -1.108, 0.853], [0.131, -1.195, -1.335], [-1.547, 1.460, 0.353], [-1.610, 0.688, -0.155]], "lowdin_charge": [-0.58, 0.05, -0.48, 0.03, 0.05, 0.11, 0.83], "total_charge": 0, "homo_ev": -9.6, "e_lumo_ev": -2.2, "e_tot_ha": -771.272146, "homo_lumo_gap_ev": 7.40, "max_force_ev_per_a": 2.45}

=====

(20)
{"formula": "CN3O3", "method": "the ωB97M-V functional and the def2-TZVPD basis", "species": ["C", "N", "N", "N", "O", "O", "O"], "xyz": [[0.9514, -0.5012, -0.6717], [1.8440, -1.0597, -1.1625], [-0.5485, 0.1159, 1.3250], [-0.9248, 0.7126, 0.3248], [-0.0553, 0.3492, -0.9061], [-1.8349, 1.5038, 0.1799], [0.4282, -0.6753, 1.1232]], "atomic_forces_ev_per_a": [[-1.242, 0.880, 0.007], [1.026, -0.711, -0.154], [-0.258, -0.281, 1.352], [0.733, -0.337, -0.834], [-0.901, 0.689, 0.135], [-0.479, 0.714, -0.883], [1.122, -0.954, 0.376]], "lowdin_charge": [-0.54, 0.06, -0.03, -0.32, 0.04, -0.05, -0.16], "total_charge": -1, "homo_ev": -4.3, "e_lumo_ev": 4.3, "e_tot_ha": -427.943551, "homo_lumo_gap_ev": 8.58, "max_force_ev_per_a": 1.52}